# 1
Formula: C5H12NO3
Source: the Open Molecules 2025 dataset
Level of theory: ωB97M-V/def2-TZVPD

The spin multiplicity is 1. The total energy comes out at -477.92325 a.u. The energy above the lowest of the compared OMol25 structures with the same formula, charge and spin comes out at 106.7 kJ/mol. As for the total charge: +1. The calculation puts the maximum force at 2.1 eV/A.

Last column: Mulliken charge in e.
CARTESIAN COORDINATES (ANGSTROEM)
O 0.531 1.671 -2.003  -0.416
C 0.496 2.117 -0.896  -0.090
C -0.146 1.302 0.221  0.155
C 0.919 0.335 0.783  -1.085
C 0.684 -0.580 2.015  -0.617
C 0.339 -1.959 1.522  0.066
O -0.499 -2.116 0.668  -0.541
N -1.192 0.395 -0.388  -0.231
H 0.856 3.157 -0.610  0.378
H -0.613 2.009 0.898  0.387
H 1.346 -0.262 -0.005  0.496
H 1.699 1.100 0.899  0.444
H 1.547 -0.548 2.683  0.343
H -0.192 -0.321 2.631  0.300
H 0.894 -2.813 1.982  0.359
H -1.202 -0.512 0.109  0.309
H -0.948 0.243 -1.411  0.394
H -2.154 0.709 -0.522  0.374
H -1.321 -1.672 -2.384  0.326
H -0.479 -1.144 -3.575  0.284
O -0.566 -1.111 -2.620  -0.634



# 2
Formula: C5H12NO4
Source: the Open Molecules 2025 dataset
Level of theory: ωB97M-V/def2-TZVPD

The spin multiplicity is 1. The total energy comes out at -553.09503 a.u. The energy above the lowest of the compared OMol25 structures with the same formula, charge and spin comes out at 229.8 kJ/mol. As for the total charge: +1. The calculation puts the maximum force at 6.0 eV/A.

Last column: Mulliken charge in e.
CARTESIAN COORDINATES (ANGSTROEM)
C -1.476 0.399 0.693  -0.203
C -2.093 0.303 -0.485  -0.458
C -1.470 -0.580 1.754  -1.082
C 2.579 0.691 -0.297  0.171
C 1.499 -0.151 -1.019  0.692
N -2.817 -0.809 -0.994  -0.518
O 2.860 0.092 0.929  -0.553
O 2.124 1.954 -0.211  -0.523
O 1.348 -1.394 -0.618  -0.438
O 0.859 0.103 -2.094  -0.372
H -0.964 1.271 0.913  0.602
H -1.349 -0.187 2.836  0.283
H -0.554 -1.091 1.564  0.148
H -2.369 -1.170 1.607  0.357
H 3.575 0.514 -0.825  0.372
H 2.064 0.406 1.469  0.356
H -3.543 -0.509 -1.494  0.230
H -2.998 -1.541 -0.263  0.208
H -2.112 1.168 -1.068  0.490
H 2.693 2.772 -0.174  0.360
H 1.918 -1.688 0.187  0.438
H 0.224 -0.551 -2.410  0.440



# 3
Formula: C5H12NOPS3
Source: the Open Molecules 2025 dataset
Level of theory: ωB97M-V/def2-TZVPD

The spin multiplicity is 1. The total energy comes out at -1863.64653 a.u. The energy above the lowest of the compared OMol25 structures with the same formula, charge and spin comes out at 110.4 kJ/mol. As for the total charge: 0. The calculation puts the maximum force at 4.2 eV/A. The SMILES is CCCCC(=S)O[P@@](N)(=S)S.

Last column: Mulliken charge in e.
CARTESIAN COORDINATES (ANGSTROEM)
C -0.371 1.508 -3.131  -1.340
C 0.470 1.516 -1.934  -0.326
C 0.836 0.148 -1.410  -0.652
C 1.570 0.096 -0.010  -0.628
C 0.505 0.243 1.054  0.443
S 0.386 1.378 2.162  -0.363
O -0.216 -0.832 1.120  -0.289
P -0.778 -1.396 2.769  0.624
N -1.339 -2.876 2.305  -0.482
S 0.589 -1.561 4.168  -0.349
S -2.533 -0.206 2.980  -0.248
H -1.158 0.659 -3.221  0.277
H 0.287 1.302 -3.943  0.335
H -0.720 2.446 -3.274  0.423
H 1.399 1.986 -2.117  0.333
H 0.035 2.159 -1.204  0.370
H 0.033 -0.691 -1.324  0.351
H 1.556 -0.270 -2.117  0.315
H 2.120 -0.864 0.121  0.274
H 2.325 0.939 0.083  0.316
H -0.858 -3.767 2.414  0.232
H -2.298 -2.799 1.877  0.228
H -1.841 0.881 2.633  0.155



# 4
Formula: C5H12NOS
Source: the Open Molecules 2025 dataset
Level of theory: ωB97M-V/def2-TZVPD

The spin multiplicity is 2. The total energy comes out at -725.56118 a.u. The energy above the lowest of the compared OMol25 structures with the same formula, charge and spin comes out at 564.9 kJ/mol. As for the total charge: -2. The calculation puts the maximum force at 3.1 eV/A.

Last column: Mulliken charge in e.
CARTESIAN COORDINATES (ANGSTROEM)
C -0.707 -0.470 -0.143  0.391
N -1.521 -1.461 -0.700  -0.602
C -1.549 -1.331 -2.017  -0.788
O -0.491 -0.902 -2.969  -0.386
C 0.747 -0.694 -0.183  -0.748
C -0.024 -0.689 1.160  -0.375
C 0.519 0.435 2.195  -0.712
S 1.269 1.782 1.246  -0.822
H -1.092 0.579 -0.359  0.236
H 2.278 -0.116 -2.627  -0.221
H -1.649 4.750 2.939  0.002
H -2.443 -1.684 -2.516  0.294
H -1.173 -0.178 -2.281  0.409
H 1.574 -0.005 -0.115  0.101
H 1.086 -1.589 -0.757  0.169
H -0.342 -1.617 1.664  0.352
H -1.767 4.610 3.650  -0.003
H 1.216 0.033 2.912  0.273
H -0.373 0.806 2.685  0.214
H 3.039 -0.168 -2.548  0.215



# 5
Formula: C5H12NP
Source: the Open Molecules 2025 dataset
Level of theory: ωB97M-V/def2-TZVPD

The spin multiplicity is 1. The total energy comes out at -593.72102 a.u. The energy above the lowest of the compared OMol25 structures with the same formula, charge and spin comes out at 198.7 kJ/mol. As for the total charge: 0. The calculation puts the maximum force at 5.0 eV/A.

Last column: Mulliken charge in e.
CARTESIAN COORDINATES (ANGSTROEM)
C 0.527 -0.880 0.888  0.809
C -0.033 -1.805 1.997  -1.311
C 2.002 -0.589 0.972  -1.161
C -1.638 2.073 -0.546  -1.018
C -0.289 0.401 -2.441  -0.873
N -0.355 -0.139 0.431  -0.534
P 0.099 1.515 -0.989  0.163
H 0.379 -1.552 2.911  0.358
H 0.429 -2.772 1.853  0.349
H -1.092 -1.947 2.001  0.346
H 2.155 0.456 1.344  0.292
H 2.370 -0.680 -0.089  0.302
H 2.621 -1.285 1.526  0.345
H -2.325 2.426 -1.361  0.342
H -1.495 3.029 -0.025  0.329
H -2.091 1.198 -0.152  0.380
H -1.460 0.224 -2.567  0.239
H 0.157 -0.496 -2.301  0.311
H 0.039 0.823 -3.452  0.330



# 6
Formula: C5H12NP
Source: the Open Molecules 2025 dataset
Level of theory: ωB97M-V/def2-TZVPD

The spin multiplicity is 3. The total energy comes out at -593.57899 a.u. The energy above the lowest of the compared OMol25 structures with the same formula, charge and spin comes out at 292.3 kJ/mol. As for the total charge: 0. The calculation puts the maximum force at 4.0 eV/A.

Last column: Mulliken charge in e.
CARTESIAN COORDINATES (ANGSTROEM)
C -1.509 -0.444 -2.108  -0.343
C -2.531 0.126 -1.112  -0.886
C 0.033 1.007 1.241  -1.378
C 2.007 -0.668 1.643  -1.200
C 1.281 0.246 0.649  0.651
N 1.378 -0.377 -0.619  -0.405
P 0.243 -0.552 -1.673  0.071
H -2.366 1.195 -0.808  0.261
H -3.443 -0.047 -1.604  0.307
H -2.218 -0.308 -0.207  0.254
H 0.397 1.513 2.201  0.343
H -0.174 1.795 0.490  0.346
H -0.741 0.411 1.578  0.402
H 2.520 -1.353 0.986  0.396
H 1.296 -1.383 2.240  0.250
H 2.579 -0.011 2.246  0.341
H 1.992 1.018 0.433  0.117
H -1.645 -0.935 -3.001  0.480
H 0.903 -1.234 -2.576  -0.008



# 7
Formula: C5H12NS
Source: the Open Molecules 2025 dataset
Level of theory: ωB97M-V/def2-TZVPD

The spin multiplicity is 1. The total energy comes out at -650.56577 a.u. The energy above the lowest of the compared OMol25 structures with the same formula, charge and spin comes out at 288.9 kJ/mol. As for the total charge: -1. The calculation puts the maximum force at 3.3 eV/A.

Last column: Mulliken charge in e.
CARTESIAN COORDINATES (ANGSTROEM)
C 0.337 1.664 -0.748  -0.171
N -0.261 0.648 0.177  -0.496
C -0.063 -0.397 -0.581  0.068
C 1.250 -1.123 -0.726  -0.841
S 1.134 -2.939 -0.929  -0.618
C -1.383 -2.413 1.646  -0.871
C 0.110 3.125 -0.246  -1.289
H -0.156 1.759 -1.725  0.212
H 1.431 1.625 -0.788  0.235
H -0.550 -2.635 0.962  0.050
H -0.890 -1.031 -0.956  0.400
H 1.860 -1.041 0.174  0.263
H 1.848 -0.689 -1.538  0.308
H -2.260 -2.269 1.015  0.188
H -1.536 -3.263 2.312  0.336
H -1.145 -1.524 2.228  0.229
H 0.477 3.849 -0.978  0.344
H 0.709 3.276 0.660  0.309
H -0.911 3.378 0.040  0.342



# 8
Formula: C5H12NS
Source: the Open Molecules 2025 dataset
Level of theory: ωB97M-V/def2-TZVPD

The spin multiplicity is 1. The total energy comes out at -650.28167 a.u. The energy above the lowest of the compared OMol25 structures with the same formula, charge and spin comes out at 349.4 kJ/mol. As for the total charge: +1. The calculation puts the maximum force at 4.2 eV/A.

Last column: Mulliken charge in e.
CARTESIAN COORDINATES (ANGSTROEM)
C -0.795 2.650 -1.387  -0.797
C 1.266 -1.411 1.910  -0.337
C -0.797 -0.038 -0.413  0.554
C 0.324 -1.282 2.856  -0.559
C -1.033 -0.839 -1.617  -1.052
N 2.023 -0.368 1.386  -0.356
S -0.642 1.526 -0.024  0.205
H -1.190 2.182 -2.402  0.260
H 0.193 3.155 -1.714  0.326
H 1.548 -2.226 1.371  0.418
H -0.500 -0.782 0.465  0.083
H -1.438 3.588 -1.168  0.348
H 0.048 -0.259 3.170  0.250
H -0.129 -2.226 3.274  0.255
H -1.344 -1.961 -1.404  0.343
H -0.188 -0.955 -2.238  0.354
H -1.765 -0.332 -2.361  0.329
H 2.495 -0.492 0.468  0.212
H 2.382 0.408 1.824  0.163